No. 1
C24H27InN9O4S4SbSi as an isolated structure. Source: the OMol25 dataset; level of theory: the ωB97M-V functional and the def2-TZVPD basis.

Computed properties:
- HOMO energy (eV) = -1.94
- E (eV) = -109863.6383
- net charge = -2

Atoms and positions in Å:
Sb 0.2355 -2.4468 -2.5009
C 1.8536 2.6226 1.1851
C 0.0195 -2.8452 1.4795
H -2.3547 1.5976 -4.8358
H -0.0850 -4.2130 4.5635
H -1.6945 0.1199 -2.9527
N -0.2623 3.2079 2.4290
C -1.2584 3.2690 -4.0626
C 1.2103 4.5351 -0.8483
H 2.6568 1.3007 6.2397
N 0.5280 0.9958 2.3023
H 2.6803 1.9061 1.3101
C -0.0957 -3.8308 2.4486
H 2.4443 -0.4992 -2.6143
S 1.5087 -4.0439 -1.5056
C 0.7707 3.1805 -0.8908
H -4.7129 1.1036 -0.7199
O 1.0555 -0.8098 -1.1177
C -0.0869 2.8001 -2.0022
N 0.2207 -1.5682 1.7836
C 1.6808 1.7917 4.5610
C -1.7103 1.9820 -4.0568
C 0.3688 -1.2273 3.0666
S -1.7679 -1.6142 -1.0877
H -0.1998 5.7739 -3.7268
H 3.1398 4.2400 1.9409
H -3.9320 -0.6712 3.0915
N 1.1683 0.5183 4.5256
C -4.6139 0.3761 0.0898
C 2.4414 3.9939 1.1524
C 0.0520 5.0531 -2.9649
O 1.6115 7.3284 -2.8651
H -2.6316 -1.3706 2.1218
H -0.0233 -3.1044 0.4337
H 3.1081 -1.0293 -1.0565
C 0.9403 2.3822 2.4362
H -0.0002 4.1793 2.2858
C 2.1297 4.8894 0.2164
C 2.3450 -0.3974 -1.5244
H -0.2657 -4.8520 2.1374
C 0.2723 -2.1454 4.0993
Si -3.2543 0.9123 1.2866
C -1.3307 1.1403 -2.9955
H -2.2686 -0.1229 3.3253
C -0.4234 3.7238 -3.0180
H -5.5786 0.3073 0.6025
N -0.5522 1.5343 -2.0175
N 1.7082 2.6718 3.6233
H -4.8307 2.2401 2.7053
C -3.8822 2.4401 2.1981
C 0.8241 5.3888 -1.8819
N 1.1197 2.2556 -0.0172
N 2.2720 2.1142 5.7852
In -0.0997 0.3566 0.2236
C 0.0142 -3.4704 3.7804
H -4.3900 -0.5924 -0.3602
H -4.0399 3.2661 1.4993
N 1.2348 6.8055 -1.8279
H -3.1506 2.7712 2.9379
C -2.9941 -0.4441 2.5743
H 0.4097 -1.7942 5.1113
H 2.9217 2.8796 5.6941
C 0.6944 0.2106 3.3233
O -1.8901 1.2966 0.5128
S -1.9969 -4.0885 -2.8954
H -0.8597 2.9112 1.6561
H -1.5270 3.9575 -4.8561
H 2.5217 0.6493 -1.2616
O 1.1490 7.3983 -0.7698
H 2.5855 5.8707 0.2300
S -2.5131 -3.5442 -0.9530

---

No. 2
C4H12N2O2 as an isolated structure. Source: the OMol25 dataset; level of theory: the ωB97M-V functional and the def2-TZVPD basis.

Computed properties:
- HOMO energy (eV) = -8.73
- E (eV) = -11412.9453
- net charge = 0
- energy above the lowest of the compared OMol25 structures with the same formula, charge and spin (kJ/mol) = 605.1

Atoms and positions in Å:
O 2.1140 -1.2899 -0.5666
C -2.3157 0.5561 0.1998
H 0.4693 -0.5355 -2.0939
H 2.2772 0.9362 2.0924
H 0.5480 2.1662 0.5785
H 1.8015 -0.4912 -1.3504
H 1.4615 1.4437 -0.7554
C 1.0732 1.2471 0.2648
C 0.7219 -1.0323 -1.0462
N -1.2400 0.3894 -0.7425
N 2.2597 0.9000 0.9905
C 0.0802 -0.0244 0.0002
H 0.3125 -2.0286 -1.1110
H -0.2102 -0.5695 0.9244
H 2.3580 -0.0769 0.6583
O -2.6114 -0.5892 0.9495
H -1.4692 -0.3820 -1.3546
H -3.0506 -1.2891 0.4277
H -1.8928 1.2065 0.9589
H -3.1217 1.1483 -0.2858

---

No. 3
C31H33ClN2O2Si2Tc as an isolated structure. Source: the OMol25 dataset; level of theory: the ωB97M-V functional and the def2-TZVPD basis.

Computed properties:
- expectation value of S² = 3.779
- HOMO energy (spin up / spin down) (eV) = -12.95 / -13.25
- E (eV) = -70212.7566
- net charge = +2
- 2S+1 = 4
- energy above the lowest of the compared OMol25 structures with the same formula, charge and spin (kJ/mol) = 268.0

Atoms and positions in Å:
C -2.8804 3.4719 -0.9027
H 0.9349 4.1295 1.1556
C -0.7662 3.4835 4.5873
C -2.1236 2.8282 0.0803
H 2.1647 -1.7242 2.7349
C -0.1797 2.9069 -1.3464
Si -2.5941 -0.8263 -0.9135
H 2.0669 1.0844 -0.6013
N 1.3500 -4.6067 1.0993
H 1.3131 -5.5556 1.4765
Tc 1.9147 -1.5351 1.1319
H -2.8707 4.3471 -2.8769
C -0.4417 4.7905 4.2053
O -0.0108 -5.1651 -0.6916
H 0.4750 -0.4902 -1.6994
H -4.1841 2.0368 -4.6945
C 3.8372 -0.9031 0.6526
C -2.2831 3.8498 -2.1042
C -2.2923 1.1207 -5.1586
H 2.8917 -3.1254 -1.7210
H 0.4645 -0.3331 3.2325
N 1.5577 -3.5266 2.0366
C -1.4626 -0.4292 -3.4856
C 0.5470 -4.2411 0.0714
C -0.7897 2.5027 -0.1659
H 4.1608 0.0674 1.0219
H -1.7382 -0.3803 2.0466
Cl -4.1122 0.0802 0.1494
C 3.2119 -2.6134 -0.8150
C 0.1849 5.0253 2.9725
H 0.8811 2.7132 -1.5321
H -0.1056 -7.0539 -1.3806
C -0.5203 2.4084 3.7179
C 0.4638 -0.3580 2.1423
C -0.8986 -0.4972 0.0000
H -4.3925 0.9736 -2.4807
H 0.0725 -6.9861 0.4005
H -0.4595 3.8598 -3.2665
C -3.4061 1.3566 -4.3547
H -0.7209 -1.1687 -3.1838
H -3.9415 3.6631 -0.7258
H 4.5928 -2.3071 2.2465
H 1.4965 -6.6726 -0.6756
C -0.8288 -0.3158 1.4475
H -1.2138 3.2923 5.5642
H 0.4673 6.0378 2.6787
C 3.6687 -3.2168 0.3844
Si 0.0663 1.2826 1.1085
H -2.1845 1.6303 -6.1211
C 0.4410 3.9518 2.1146
H 3.8526 -4.2811 0.5158
H -0.6636 5.6270 4.8686
H 0.7197 -3.4444 2.6229
H 2.3904 0.9484 2.0220
C 0.0149 2.6666 2.4556
C 1.6084 0.4342 1.4699
H 2.3273 -3.7950 2.6536
C -2.5346 -0.1176 -2.6339
H -0.4514 0.0162 -5.3313
H 3.0579 -0.4812 -1.4384
C 1.3698 0.5114 0.0145
C 3.2628 -1.1967 -0.6448
H -0.7681 1.3874 4.0189
C 0.4082 -6.5583 -0.5563
C -1.3238 0.2195 -4.7149
H -2.8345 -2.2015 -1.0004
H -2.5861 2.5792 1.0365
C -3.5297 0.7433 -3.1048
C -0.9293 3.5698 -2.3271
O 0.3738 -3.0277 -0.1543
C 0.3440 -0.2904 -0.6340
C 4.0678 -2.1720 1.2995

---

No. 4
A 5-piece molecular cluster, CH12O4S overall. Source: the OMol25 dataset; level of theory: the ωB97M-V functional and the def2-TZVPD basis.

Computed properties:
- SMILES = CS.O.O.O.O
- HOMO energy (eV) = -9.34
- E (eV) = -20255.8420
- net charge = 0
- energy above the lowest of the compared OMol25 structures with the same formula, charge and spin (kJ/mol) = 142.2

Atoms and positions in Å:
H 1.3241 2.2060 -3.6535
H -0.4231 -2.5626 2.1948
C 1.9334 2.5769 -4.4948
H -1.4029 -0.9408 -1.0216
H 1.7899 0.3941 6.1470
O -1.1821 -2.4656 1.6121
H 2.6011 1.7118 -4.9386
H 1.6173 -1.0184 5.5551
H -0.8273 -1.6887 1.1410
O -2.6082 -1.6415 3.6207
H -2.8070 -1.3591 -0.8984
H 1.1096 2.3721 -6.7368
O 2.2662 -0.2871 5.7063
H -2.3580 -2.2081 2.8977
H 2.7957 3.0663 -4.1153
O -2.1413 -0.8452 -0.4818
S 1.0953 3.4418 -5.8855
H -2.7826 -0.7518 3.3518

---

Among the records above, which one has the highest net charge? C31H33ClN2O2Si2Tc